# 1
Molecular formula: C17H16Cl8NO3SiV
Method: DFT, ωB97M-V/def2-TZVPD

Structure (ORCA input):
```
! wB97M-V def2-TZVPD RIJCOSX def2/J DEFGRID3
* xyz -1 4
V -0.0147 0.0249 0.1902
Cl 0.3496 5.7433 -4.3551
C 0.1571 4.1993 -3.6020
C 0.4664 4.0273 -2.2560
Cl 1.0433 5.3582 -1.3242
C 0.3088 2.7857 -1.6643
Cl 0.6814 2.5466 0.0142
C -0.1518 1.6451 -2.3649
O -0.2925 0.4995 -1.8174
C -0.4652 1.8634 -3.7336
Cl -1.0526 0.5080 -4.6183
C -0.3112 3.1040 -4.3299
Cl -0.7075 3.3075 -5.9995
C -0.9007 -2.2734 3.0985
N -2.2605 -2.7164 2.6559
C -3.3224 -2.0686 3.4727
C -2.5355 -2.4957 1.1678
C -1.4307 -2.9958 0.2914
C -1.4737 -4.3526 -0.0489
C -0.4881 -4.9117 -0.8418
C 0.5299 -4.0853 -1.3037
C 0.5497 -2.7405 -0.9643
C -0.4139 -2.1212 -0.1415
H -0.7901 -2.5415 4.1489
H -0.8426 -1.1944 2.9678
H -0.1517 -2.7708 2.4930
H -2.3037 -3.7225 2.7970
H -3.2332 -0.9906 3.3284
H -3.1712 -2.3277 4.5186
H -4.2929 -2.4253 3.1321
H -2.7066 -1.4333 1.0563
H -3.4738 -3.0268 0.9914
H -2.3037 -4.9698 0.2939
H -0.5202 -5.9615 -1.1089
H 1.3112 -4.4914 -1.9375
H 1.3664 -2.1417 -1.3571
Cl 2.5409 -2.1856 2.7364
Si 1.8594 -0.3585 1.8499
Cl 3.1113 -0.2965 0.0628
Cl 2.8618 1.0319 3.1174
C -3.0965 1.0386 -0.5904
O -3.0194 0.9902 0.8262
C -1.7688 0.6383 1.3554
O -1.7887 0.6165 2.5796
H -4.1483 0.9450 -0.8590
H -2.5253 0.2345 -1.0587
H -2.7213 1.9911 -0.9748
*
```

* orbital gap (alpha / beta): 6.19 / 7.28 eV
* total energy: -159271.458 eV

Results of the Löwdin charge analysis, in e, for atoms 1 through 5: V 0.328; Cl 0.633; C -0.727; C -0.705; Cl 0.675

# 2
Molecular formula: C17H16F6N6O5OsS3
Method: DFT, ωB97M-V/def2-TZVPD

Structure (ORCA input):
```
! wB97M-V def2-TZVPD RIJCOSX def2/J DEFGRID3
* xyz 2 5
Os -0.0315 -1.3098 -1.0455
O -2.3695 -2.8486 -3.9151
C -1.4656 -2.5722 -3.1756
N -1.6038 -1.8947 -1.9717
C -2.9331 -1.6054 -1.4688
C -2.7933 -1.4183 0.0095
C -3.8810 -1.3429 0.8620
C -3.6629 -1.2111 2.2185
C -2.3574 -1.1489 2.6986
C -1.3227 -1.2022 1.8002
N -1.5328 -1.3362 0.4762
C -0.0441 -3.0004 -3.3933
C 0.3472 -3.7860 -4.4427
C 1.6677 -4.2227 -4.4784
C 2.5342 -3.8653 -3.4578
C 2.0784 -3.0549 -2.4382
N 0.8080 -2.6245 -2.4132
H -3.6134 -2.4261 -1.6978
H -3.3470 -0.7047 -1.9308
H -4.8818 -1.4092 0.4559
H -4.5002 -1.1719 2.9031
H -2.1502 -1.0733 3.7565
H -0.2879 -1.1545 2.1120
H -0.3812 -4.0528 -5.1961
H 2.0139 -4.8453 -5.2927
H 3.5620 -4.1982 -3.4505
H 2.7200 -2.7235 -1.6350
F 0.1640 4.0744 -0.0944
C -0.3453 3.5181 -1.2000
F 0.1279 4.1229 -2.2630
F -1.6652 3.5741 -1.1577
S 0.1015 1.7337 -1.2271
O -0.4360 1.1951 0.0256
O -0.4386 1.0777 -2.3997
N 1.6825 1.8269 -1.1929
S 2.4218 0.4450 -1.3011
O 1.9190 -0.5114 -0.2391
O 2.4880 -0.1361 -2.6061
C 4.1460 0.8703 -0.8043
F 4.7786 -0.2893 -0.6952
F 4.6718 1.6099 -1.7521
F 4.1658 1.5115 0.3534
S 1.5956 1.1758 2.3265
C 0.8315 2.2706 3.4302
N 0.0276 3.2372 3.0409
C -0.4814 4.0160 4.1910
C 0.3240 3.4239 5.3690
N 0.9904 2.2576 4.7398
H -0.1808 3.4265 2.0724
H -1.5526 3.8696 4.2995
H -0.2749 5.0711 4.0370
H -0.3181 3.0877 6.1774
H 1.0684 4.1128 5.7597
H 1.6164 1.6320 5.2212
*
```

* energy above the lowest of the compared OMol25 structures with the same formula, charge and spin: 82.7 kJ/mol
* orbital gap (alpha / beta): 9.11 / 6.01 eV
* total energy: -88327.735 eV

Results of the Löwdin charge analysis, in e, for atoms 1 through 5: Os 1.588; O 0.165; C -0.424; N -0.156; C -0.104

# 3
Molecular formula: C17H16I2N2O6Yb
Method: DFT, ωB97M-V/def2-TZVPD

Structure (ORCA input):
```
! wB97M-V def2-TZVPD RIJCOSX def2/J DEFGRID3
* xyz 1 2
Yb -0.6410 0.2705 0.1001
I 3.4737 1.9352 -6.1297
C 2.4862 2.0902 -4.2972
C 1.7884 3.2645 -3.9347
C 1.1474 3.3286 -2.7242
I 0.2957 5.1620 -2.2464
C 1.1551 2.1669 -1.8566
O 0.4096 2.1279 -0.7724
C 2.0468 1.0613 -2.1466
C 2.1422 -0.1222 -1.1772
N 1.6221 0.1635 0.1505
C 2.0017 -0.7164 1.2558
C 1.1201 -0.6603 2.4887
C 1.4395 -1.4861 3.5517
C 0.7520 -1.4479 4.7571
C -0.3157 -0.4945 4.8525
C -0.5862 0.2462 3.7521
N 0.0492 0.1616 2.5304
C 2.6114 0.9909 -3.4451
H 1.7049 4.0137 -4.7052
H 3.2161 -0.4133 -1.2085
H 1.6473 -1.0195 -1.6615
H 1.8035 1.1604 0.3903
H 3.0014 -0.4366 1.5962
H 1.9996 -1.7961 0.9880
H 2.3155 -2.0969 3.4930
H 0.9822 -2.0974 5.6011
H -0.9202 -0.3635 5.6999
H -1.3637 1.0134 3.7699
H 3.2230 0.0931 -3.7042
O -2.2727 -3.7286 -0.5385
C -1.9699 -2.5664 -0.0029
O -0.8413 -2.1181 0.2343
C -3.2782 -1.8833 0.4046
O -2.9791 -0.4949 0.5886
C -3.5532 0.5807 -0.1876
C -3.0550 0.3306 -1.6354
O -3.9403 0.1309 -2.4827
O -1.8028 0.2364 -1.8602
H -1.4742 -4.2965 -0.7664
H -3.6286 -2.2950 1.3413
H -4.0579 -2.0416 -0.3556
H -3.0807 1.4126 0.3227
H -4.6739 0.6341 -0.0298
*
```

* energy above the lowest of the compared OMol25 structures with the same formula, charge and spin: 0.0 kJ/mol
* orbital gap (alpha / beta): 6.17 / 5.59 eV
* total energy: -80880.724 eV

Results of the Löwdin charge analysis, in e, for atoms 1 through 5: Yb 1.876; I 0.877; C -0.738; C -0.239; C -0.660

# 4
Molecular formula: C17H16I2N3OS6Y
Method: DFT, ωB97M-V/def2-TZVPD

Structure (ORCA input):
```
! wB97M-V def2-TZVPD RIJCOSX def2/J DEFGRID3
* xyz 0 1
Y -0.1139 -0.6797 0.7545
I 2.0297 -2.5703 5.1602
C 0.0580 -2.2731 4.7660
C -0.9789 -2.5907 5.7121
C -2.2917 -2.4471 5.3960
I -3.5848 -3.0445 6.8749
C -2.7577 -1.8825 4.2207
C -4.0971 -1.6650 3.7754
C -4.3662 -1.0019 2.5995
C -3.3119 -0.7138 1.7245
N -2.0245 -0.8291 2.1243
C -1.6969 -1.4606 3.2797
C -0.2782 -1.5795 3.6177
O 0.5810 -1.2262 2.6805
H -0.6992 -2.8775 6.6937
H -4.9281 -2.0276 4.4083
H -5.3990 -0.8120 2.3144
H -3.5503 -0.2246 0.7655
S 2.5959 -2.5833 -5.9512
C 2.1553 -2.3822 -4.3837
S 0.5556 -2.6164 -3.7758
C 0.5984 -1.8811 -2.2340
C 1.9352 -1.6101 -1.7669
S 2.4556 -0.8437 -0.3432
S 3.1324 -1.8222 -3.0046
S -0.9934 -1.8615 -1.4717
C 3.4996 3.4661 -0.9498
C 2.4906 2.5517 -1.6462
N 1.2529 2.6653 -0.8702
C 0.0852 2.0467 -0.9642
S -0.9477 1.8324 0.4838
N -0.4422 1.5646 -2.1015
C -0.2124 2.0116 -3.5153
C 0.7703 1.2647 -4.3966
H 4.4947 3.3803 -1.3669
H 3.5510 3.2901 0.1628
H 3.2320 4.4913 -1.0981
H 2.8408 1.5339 -1.6478
H 2.3626 2.8880 -2.6743
H 1.4516 3.0605 0.0604
H -1.2958 1.1079 -1.8590
H 0.0385 3.0772 -3.4810
H -1.2142 1.9634 -3.9664
H 1.7938 1.2154 -4.0549
H 0.7989 1.8283 -5.3734
H 0.4247 0.2667 -4.6784
*
```

* energy above the lowest of the compared OMol25 structures with the same formula, charge and spin: 0.0 kJ/mol
* orbital gap: 5.58 eV
* total energy: -106666.102 eV

Results of the Löwdin charge analysis, in e, for atoms 1 through 5: Y 1.006; I 0.992; C -0.688; C -0.214; C -0.727

# 5
Molecular formula: C17H16N2O3
Method: DFT, ωB97M-V/def2-TZVPD

Structure (ORCA input):
```
! wB97M-V def2-TZVPD RIJCOSX def2/J DEFGRID3
* xyz 0 1
C -2.8958 -3.9530 0.5968
C -3.0841 -3.0345 -0.6015
H -4.0609 -2.5434 -0.5555
H -2.9823 -3.5808 -1.5412
O -2.0676 -2.0286 -0.6451
C -2.2894 -0.8960 0.0480
O -3.2946 -0.6921 0.6805
C -1.1296 0.0499 -0.0320
N 0.1045 -0.2962 -0.0881
N 0.5467 -1.5421 -0.1342
C 1.8855 -1.8707 -0.0885
O 2.1936 -3.0426 -0.0202
C 2.8663 -0.7600 -0.1008
C 2.6984 0.3932 -0.8619
C 3.6677 1.3798 -0.8380
C 4.8054 1.2265 -0.0625
C 4.9854 0.0716 0.6815
C 4.0251 -0.9215 0.6562
H 4.1526 -1.8313 1.2233
H 5.8765 -0.0555 1.2781
H 5.5557 2.0033 -0.0446
H 3.5344 2.2732 -1.4301
H 1.8222 0.5147 -1.4784
H -0.0981 -2.3368 -0.1525
C -1.4014 1.4898 0.0283
C -2.6572 2.0140 -0.2751
C -2.8729 3.3792 -0.2284
C -1.8443 4.2402 0.1140
C -0.5902 3.7283 0.4104
C -0.3681 2.3672 0.3691
H 0.6024 1.9589 0.6036
H 0.2157 4.3954 0.6793
H -2.0184 5.3054 0.1504
H -3.8508 3.7726 -0.4635
H -3.4687 1.3583 -0.5476
H -1.9150 -4.4232 0.5680
H -3.6573 -4.7272 0.5821
H -2.9911 -3.3859 1.5202
*
```

* energy above the lowest of the compared OMol25 structures with the same formula, charge and spin: 189.9 kJ/mol
* orbital gap: 8.54 eV
* total energy: -27011.084 eV

Results of the Löwdin charge analysis, in e, for atoms 1 through 5: C -0.055; C -0.205; H 0.122; H 0.127; O -0.026

> total energy of number 2 (C17H16F6N6O5OsS3)?

-88327.735 eV

> What is the total energy in the second record?

-88327.735 eV

> Which value of total energy does entry 3 give?

-80880.724 eV